Molecular formula: C22H42NP3SeTi
Method: DFT, the ωB97M-V functional and the def2-TZVPD basis

The multiplicity is 2. Its LUMO energy (spin up / spin down) is -11.1 / -10.9 eV. As for the maximum force: 2.115 eV/A. The calculation puts the HOMO energy (spin up / spin down) at -15.569 / -15.570 eV. Its energy above the lowest of the compared OMol25 structures with the same formula, charge and spin is 0.0 kcal/mol. Its total charge is +3. As for the gap between HOMO and LUMO (spin up / spin down): 0.1640 / 0.1727 Ha.

XYZ file:
```
70
Properties=species:S:1:pos:R:3:lowdin_charge:R:1
Ti 0.021 0.328 1.071 0.38
P 0.306 2.370 2.362 0.73
P -2.399 0.774 0.724 0.70
P 2.428 0.089 0.705 0.70
H -1.344 -2.661 -7.158 0.08
C -0.512 -3.353 -6.953 -0.13
C -0.681 -4.485 -6.258 -0.06
H -1.677 -4.834 -5.969 0.07
C 0.408 3.944 1.449 -0.21
C -1.011 2.747 3.565 -0.22
C 1.778 2.505 3.426 -0.23
C -2.992 -0.336 -0.601 -0.24
C -3.516 0.440 2.119 -0.22
C -2.865 2.442 0.126 -0.24
C 2.707 -1.165 -0.590 -0.22
C 3.417 -0.525 2.104 -0.22
C 3.342 1.558 0.114 -0.23
H 0.467 -3.107 -7.397 0.08
H 0.171 -5.149 -6.085 0.07
H 0.456 4.760 2.181 0.09
H -0.466 4.075 0.803 0.04
H 1.309 3.951 0.828 0.05
H -0.694 3.621 4.148 0.08
H -1.162 1.902 4.243 0.05
H -1.954 2.966 3.057 0.05
H 1.676 3.416 4.027 0.08
H 2.696 2.561 2.832 0.04
H 1.845 1.642 4.095 0.04
H -4.087 -0.280 -0.672 0.08
H -2.700 -1.368 -0.367 0.05
H -2.542 -0.057 -1.562 0.03
H -4.492 0.924 1.962 0.08
H -3.080 0.815 3.056 0.03
H -3.660 -0.644 2.226 0.07
H -3.961 2.514 0.065 0.08
H -2.431 2.613 -0.869 0.02
H -2.488 3.219 0.805 0.03
H 3.784 -1.359 -0.681 0.08
H 2.308 -0.815 -1.550 0.04
H 2.198 -2.100 -0.319 0.06
H 4.458 -0.681 1.784 0.08
H 3.004 -1.475 2.467 0.06
H 3.393 0.193 2.933 0.04
H 4.412 1.309 0.053 0.08
H 3.209 2.410 0.796 0.03
H 2.971 1.853 -0.881 0.03
C 0.126 0.403 -3.176 -0.50
C -0.252 -0.948 -3.228 -0.12
C -0.241 -1.613 -4.462 -0.03
C 0.153 -0.929 -5.612 -0.05
C 0.564 0.399 -5.562 -0.02
C 0.557 1.076 -4.338 -0.10
Se 0.085 1.453 -1.502 0.96
H -0.089 0.042 -0.861 -0.13
H -0.549 -1.483 -2.336 0.09
H -0.539 -2.658 -4.537 0.09
H 0.146 -1.399 -6.590 0.07
H 0.880 0.882 -6.490 0.13
H 0.884 2.113 -4.288 0.11
C -0.489 -3.157 4.494 0.03
C -0.136 -1.874 4.923 0.01
C 0.023 -0.850 3.993 -0.09
N -0.158 -1.079 2.665 -0.10
C -0.493 -2.322 2.225 -0.10
C -0.670 -3.372 3.125 0.01
H -0.614 -3.967 5.212 0.15
H 0.023 -1.631 5.972 0.14
H 0.300 0.169 4.288 0.09
H -0.612 -2.456 1.140 0.13
H -0.948 -4.348 2.728 0.14
```

Molecular formula: C22H42OPSc
Method: DFT, the ωB97M-V functional and the def2-TZVPD basis

Its LUMO energy is -7.2 eV. As for the maximum force: 0.401 eV/A. The calculation puts the HOMO energy at -15.848 eV. Its total charge is +2. As for the gap between HOMO and LUMO: 0.3168 Ha.

XYZ file:
```
67
Properties=species:S:1:pos:R:3:lowdin_charge:R:1
Sc 0.416 0.227 0.797 1.00
C -3.619 -1.825 1.695 -0.06
C -3.334 -0.350 1.439 -0.37
C -4.462 0.508 2.036 -0.03
C -2.007 0.122 2.005 -0.22
C -1.157 -0.705 2.752 -0.03
C -0.021 -0.199 3.400 -0.03
C 0.308 1.161 3.349 -0.27
C 1.390 1.741 4.203 0.00
C -0.475 1.971 2.507 -0.04
C -1.600 1.465 1.852 -0.05
H -4.535 -2.115 1.184 0.10
H -3.776 -2.007 2.760 0.10
H -2.828 -2.494 1.348 0.07
H -3.315 -0.165 0.357 0.13
H -4.501 0.392 3.119 0.10
H -5.419 0.184 1.630 0.10
H -4.350 1.566 1.808 0.08
H -1.389 -1.756 2.865 0.13
H 0.594 -0.874 3.986 0.15
H 1.901 2.565 3.712 0.08
H 2.117 0.991 4.505 0.09
H 0.932 2.136 5.113 0.12
H -0.211 3.015 2.374 0.15
H -2.185 2.132 1.230 0.14
C -0.405 2.224 -2.830 -0.10
C 0.516 1.012 -2.975 -0.54
C 1.984 1.403 -2.817 -0.09
P -0.015 -0.291 -1.794 1.04
C 1.236 -1.647 -1.829 -0.53
C 1.133 -2.521 -0.578 -0.10
C 1.278 -2.498 -3.098 -0.07
C -1.683 -0.850 -2.337 -0.53
C -2.090 -2.135 -1.616 -0.10
C -1.870 -0.980 -3.850 -0.08
H -0.150 2.971 -3.581 0.10
H -0.280 2.698 -1.851 0.08
H -1.459 1.978 -2.960 0.07
H 0.379 0.583 -3.972 0.11
H 2.215 1.711 -1.795 0.06
H 2.199 2.246 -3.473 0.10
H 2.661 0.596 -3.095 0.08
H 2.177 -1.089 -1.755 0.10
H 0.220 -3.113 -0.545 0.08
H 1.201 -1.957 0.380 0.04
H 1.980 -3.205 -0.524 0.11
H 0.393 -3.128 -3.187 0.08
H 2.149 -3.154 -3.078 0.10
H 1.348 -1.882 -3.995 0.09
H -2.339 -0.042 -1.989 0.10
H -1.568 -3.000 -2.025 0.08
H -3.158 -2.309 -1.742 0.10
H -1.886 -2.098 -0.540 0.04
H -1.200 -1.722 -4.282 0.08
H -1.722 -0.037 -4.374 0.08
H -2.891 -1.305 -4.051 0.10
C 4.051 0.170 1.919 -0.02
C 3.521 1.047 0.806 -0.44
C 3.689 2.533 1.034 -0.02
O 2.108 0.753 0.629 -0.29
H 5.125 0.317 2.031 0.10
H 3.885 -0.886 1.704 0.09
H 3.584 0.422 2.872 0.07
H 3.980 0.766 -0.146 0.14
H 3.144 2.860 1.919 0.07
H 3.344 3.108 0.176 0.09
H 4.742 2.764 1.190 0.10
```

Molecular formula: C22H43AgClNO5S2Si
Method: DFT, the ωB97M-V functional and the def2-TZVPD basis

Its LUMO energy is 4.3 eV. As for the maximum force: 2.671 eV/A. The calculation puts the HOMO energy at -0.494 eV. Its total charge is -2. As for the gap between HOMO and LUMO: 0.1763 Ha.

XYZ file:
```
76
Properties=species:S:1:pos:R:3:lowdin_charge:R:1
Ag 0.412 -0.005 0.635 0.58
C -1.718 4.801 -0.230 -0.17
C -1.435 4.174 1.117 -0.36
S -0.765 2.397 0.953 0.79
O -0.158 2.207 2.269 -0.56
C -2.405 1.576 1.006 -0.40
C -2.972 1.542 2.405 -0.14
H -1.991 5.853 -0.122 0.06
H -2.534 4.287 -0.732 0.06
H -0.835 4.739 -0.862 0.06
H -2.316 4.158 1.755 0.07
H -0.626 4.694 1.629 0.07
H -2.200 0.560 0.680 0.02
H -3.043 2.078 0.280 0.08
H -2.142 1.447 3.108 0.07
H -3.611 0.671 2.533 0.07
H -3.543 2.439 2.651 0.06
C 3.938 -3.875 0.254 -0.24
S 2.243 -3.399 -0.388 0.80
C 1.342 -4.276 0.933 -0.24
O 2.125 -1.967 -0.134 -0.61
H 4.109 -4.925 0.040 0.03
H 3.980 -3.686 1.320 0.04
H 4.670 -3.262 -0.261 0.04
H 1.454 -5.342 0.771 0.04
H 0.294 -3.994 0.871 0.01
H 1.732 -3.985 1.901 -0.02
C 1.803 -0.868 -3.048 -0.24
Si 0.266 -0.108 -2.080 0.76
C 0.140 1.612 -3.159 -0.66
C 0.297 1.511 -4.677 -0.12
C 1.267 2.508 -2.643 -0.15
C -1.189 2.309 -2.878 -0.14
C -1.165 -1.367 -2.731 -0.65
C -2.527 -0.967 -2.167 -0.12
C -0.818 -2.736 -2.151 -0.14
C -1.316 -1.538 -4.244 -0.12
H 1.678 -0.983 -4.125 0.00
H 2.041 -1.842 -2.637 -0.04
H 2.678 -0.245 -2.881 0.00
H 1.229 1.022 -4.944 0.06
H 0.302 2.509 -5.132 0.07
H -0.522 0.947 -5.114 0.05
H 2.231 2.048 -2.842 0.06
H 1.182 2.649 -1.567 0.04
H 1.247 3.490 -3.128 0.07
H -2.012 1.770 -3.342 0.06
H -1.204 3.334 -3.270 0.07
H -1.368 2.350 -1.808 0.03
H -2.489 -0.938 -1.084 0.05
H -3.297 -1.687 -2.463 0.08
H -2.836 0.014 -2.519 0.05
H -0.694 -2.675 -1.075 0.04
H 0.111 -3.111 -2.573 0.05
H -1.608 -3.462 -2.359 0.08
H -1.799 -0.673 -4.695 0.05
H -1.931 -2.417 -4.468 0.07
H -0.352 -1.680 -4.721 0.06
O -1.641 -3.534 1.096 -0.06
N -2.287 -2.525 1.371 -0.63
O -3.461 -2.617 1.724 -0.05
O -1.767 -1.405 1.285 -0.11
Cl 1.981 -2.752 4.148 0.66
C 1.782 -1.118 4.732 -0.61
C 1.502 -0.978 6.068 -0.18
C 1.428 0.288 6.632 -0.16
C 1.639 1.390 5.801 -0.15
C 1.885 1.234 4.463 -0.09
C 1.945 -0.039 3.823 -0.37
C 2.173 -0.186 2.443 -0.16
H 1.354 -1.861 6.680 0.08
H 1.213 0.411 7.687 0.07
H 1.613 2.389 6.228 0.08
H 2.020 2.103 3.836 0.09
H 2.595 -1.141 2.147 -0.03
H 2.678 0.663 1.978 0.02
```

Molecular formula: C22H43Cl26FO3S
Method: DFT, the ωB97M-V functional and the def2-TZVPD basis

Its LUMO energy is 0.2 eV. As for the maximum force: 0.370 eV/A. The calculation puts the HOMO energy at -10.726 eV. As for the gap between HOMO and LUMO: 0.4018 Ha.

XYZ file:
```
96
Properties=species:S:1:pos:R:3:lowdin_charge:R:1
C 2.373 -2.434 -3.461 -0.11
C 2.359 -0.916 -3.243 -0.26
C 2.144 -0.087 -4.531 -0.17
C 1.069 1.003 -4.408 -0.33
C 1.214 2.077 -5.488 -0.05
C -0.385 0.470 -4.393 -0.28
C -0.599 -0.821 -5.155 -0.13
O -2.022 -0.901 -5.487 -0.22
S -2.938 -1.280 -4.260 0.64
O -2.564 -2.574 -3.771 -0.25
O -4.279 -0.995 -4.655 -0.25
C -2.440 -0.067 -2.982 -0.33
F -2.764 -0.678 -1.788 -0.02
C -0.977 0.359 -2.980 -0.09
H 2.598 -2.683 -4.500 0.07
H 3.133 -2.904 -2.839 0.01
H 1.421 -2.898 -3.191 0.07
H 3.321 -0.624 -2.822 0.04
H 1.621 -0.638 -2.491 0.07
H 3.079 0.427 -4.776 0.11
H 1.952 -0.753 -5.377 0.10
H 1.234 1.483 -3.435 0.13
H 2.257 2.376 -5.604 0.08
H 0.623 2.959 -5.234 0.07
H 0.863 1.708 -6.458 0.09
H -1.016 1.196 -4.910 0.08
H -0.080 -0.842 -6.110 0.14
H -0.346 -1.716 -4.581 0.12
H -3.120 0.773 -3.135 0.11
H -0.415 -0.329 -2.346 0.12
H -0.935 1.353 -2.527 0.12
C -4.334 -2.467 0.575 -1.03
Cl -4.733 -4.105 1.106 0.51
Cl -5.550 -1.286 1.090 0.50
H -3.385 -2.184 1.013 0.03
H -4.284 -2.454 -0.507 0.01
C 6.345 -2.910 -1.495 -1.02
Cl 4.955 -3.666 -0.713 0.52
Cl 5.874 -1.907 -2.884 0.56
H 6.837 -2.276 -0.769 -0.04
H 7.009 -3.693 -1.842 0.00
C -8.870 -1.402 3.204 -1.03
Cl -8.353 0.021 4.123 0.50
Cl -9.901 -2.473 4.158 0.51
H -9.431 -1.061 2.343 0.03
H -7.986 -1.950 2.902 0.00
C 8.725 -3.267 2.249 -1.00
Cl 9.005 -2.909 0.543 0.54
Cl 7.009 -3.557 2.584 0.53
H 9.283 -4.156 2.515 0.02
H 9.055 -2.414 2.831 0.01
C -8.891 2.048 7.471 -1.00
Cl -7.264 2.763 7.424 0.53
Cl -9.318 1.471 9.080 0.51
H -9.597 2.816 7.178 0.03
H -8.909 1.211 6.784 -0.02
C 5.254 -7.067 -2.074 -1.03
Cl 6.819 -6.648 -1.363 0.50
Cl 5.407 -8.208 -3.413 0.51
H 4.646 -7.523 -1.303 0.03
H 4.799 -6.156 -2.446 0.00
C -4.996 3.245 10.399 -1.03
Cl -4.904 4.848 11.151 0.51
Cl -3.394 2.579 10.064 0.51
H -5.511 2.579 11.081 0.03
H -5.530 3.332 9.461 -0.04
C 4.289 0.311 -0.139 -1.01
Cl 2.987 -0.801 0.294 0.52
Cl 3.694 1.759 -0.966 0.52
H 4.790 0.621 0.769 0.02
H 4.964 -0.204 -0.813 -0.02
C -8.223 5.734 9.735 -1.04
Cl -9.381 7.028 9.398 0.51
Cl -8.891 4.491 10.799 0.49
H -7.954 5.264 8.795 -0.01
H -7.355 6.164 10.219 -0.01
C 10.646 1.065 0.227 -1.02
Cl 11.860 -0.168 0.580 0.50
Cl 9.022 0.567 0.725 0.48
H 10.904 1.965 0.771 0.02
H 10.632 1.237 -0.842 0.02
C -3.329 3.939 -4.043 -1.01
Cl -1.776 4.487 -3.390 0.52
Cl -3.114 2.695 -5.282 0.57
H -3.907 3.514 -3.231 0.03
H -3.839 4.782 -4.490 -0.05
C 8.179 -2.840 5.925 -1.03
Cl 8.302 -1.336 6.843 0.51
Cl 9.756 -3.614 5.689 0.51
H 7.542 -3.527 6.468 0.03
H 7.767 -2.616 4.950 -0.04
C -6.046 5.241 -7.041 -1.00
Cl -4.422 5.939 -6.961 0.52
Cl -6.621 4.691 -5.461 0.52
H -6.725 6.004 -7.401 0.02
H -6.014 4.388 -7.707 0.03
```

Molecular formula: C22H43LaN2P3Se
Method: DFT, the ωB97M-V functional and the def2-TZVPD basis

Its LUMO energy is -11.0 eV. As for the maximum force: 7.664 eV/A. The calculation puts the HOMO energy at -15.374 eV. Its total charge is +3. As for the gap between HOMO and LUMO: 0.1598 Ha.

XYZ file:
```
72
Properties=species:S:1:pos:R:3:lowdin_charge:R:1
La -1.193 0.413 -0.333 1.61
P 0.313 0.831 2.533 0.70
P 0.821 2.651 -0.620 0.69
P -0.564 -2.253 0.835 0.67
H 0.251 0.546 -2.953 0.07
C -0.413 -0.201 -2.497 -0.23
C -1.797 -0.117 -2.594 -0.22
H -2.314 0.770 -2.999 0.10
C 2.074 0.500 2.958 -0.24
C 0.197 2.563 3.146 -0.27
C -0.455 -0.023 3.971 -0.27
C 1.223 2.864 -2.407 -0.27
C 0.247 4.366 -0.258 -0.26
C 2.519 2.785 0.064 -0.26
C -0.702 -3.577 -0.431 -0.26
C -1.977 -2.713 1.920 -0.25
C 0.808 -2.950 1.826 -0.24
H 0.098 -1.142 -2.229 0.08
H -2.435 -1.020 -2.555 0.10
H 2.272 0.874 3.974 0.07
H 2.744 0.999 2.248 0.03
H 2.273 -0.579 2.928 0.04
H 0.612 2.604 4.162 0.07
H -0.855 2.870 3.177 0.05
H 0.748 3.259 2.504 0.02
H -0.053 0.419 4.894 0.07
H -0.238 -1.097 3.966 0.03
H -1.543 0.113 3.962 0.03
H 1.678 3.853 -2.564 0.08
H 0.304 2.785 -3.003 0.04
H 1.922 2.076 -2.721 0.05
H 1.052 5.080 -0.487 0.07
H -0.035 4.456 0.799 0.03
H -0.633 4.588 -0.876 0.06
H 3.052 3.593 -0.458 0.08
H 3.051 1.837 -0.095 -0.02
H 2.501 3.011 1.138 0.04
H -0.839 -4.537 0.087 0.07
H 0.215 -3.621 -1.036 0.06
H -1.563 -3.390 -1.089 0.05
H -2.053 -3.808 1.942 0.07
H -2.912 -2.291 1.527 0.04
H -1.821 -2.343 2.940 0.04
H 0.679 -4.040 1.886 0.08
H 0.834 -2.532 2.839 0.04
H 1.757 -2.733 1.320 0.01
C 3.884 -1.879 -2.346 -0.61
C 3.251 -1.476 -3.539 -0.15
C 3.533 -2.146 -4.739 -0.07
C 4.418 -3.231 -4.744 -0.05
C 5.014 -3.647 -3.548 -0.05
C 4.751 -2.982 -2.354 -0.12
Se 3.619 -0.921 -0.700 0.85
H 3.272 -2.184 -0.019 -0.15
H 2.539 -0.652 -3.514 0.07
H 3.051 -1.816 -5.665 0.12
H 4.656 -3.729 -5.675 0.12
H 5.705 -4.488 -3.549 0.12
H 5.182 -3.315 -1.410 0.11
N -4.305 0.518 -1.344 0.08
C -4.539 0.960 -0.025 -0.38
C -5.757 1.552 0.336 0.03
C -5.906 1.982 1.652 0.02
C -4.827 1.836 2.534 -0.01
C -3.652 1.256 2.103 -0.11
N -3.500 0.797 0.825 -0.08
H -4.278 -0.502 -1.447 0.11
H -4.901 0.942 -2.050 0.13
H -6.546 1.627 -0.416 0.14
H -6.839 2.438 1.987 0.14
H -4.897 2.172 3.568 0.13
H -2.774 1.148 2.736 0.07
```

Molecular formula: C22H43N2OP3Tl
Method: DFT, the ωB97M-V functional and the def2-TZVPD basis

Its LUMO energy (spin up / spin down) is -12.3 / -12.4 eV. As for the maximum force: 4.874 eV/A. The calculation puts the HOMO energy (spin up / spin down) at -15.819 / -15.818 eV. Its energy above the lowest of the compared OMol25 structures with the same formula, charge and spin is 2.7 kcal/mol. Its total charge is +3. As for the gap between HOMO and LUMO (spin up / spin down): 0.1279 / 0.1239 Ha.

XYZ file:
```
72
Properties=species:S:1:pos:R:3:lowdin_charge:R:1
Tl -2.247 0.356 -0.673 1.00
P 1.905 -1.327 2.261 0.94
P 1.766 2.020 0.210 1.05
P -0.919 -2.734 0.047 0.81
H 0.033 2.508 -6.191 0.08
C -0.941 2.044 -5.991 -0.09
C -1.890 2.670 -5.281 -0.05
H -1.680 3.593 -4.760 0.07
C 3.448 -2.207 1.740 -0.24
C 2.674 -0.085 3.371 -0.26
C 1.323 -2.496 3.556 -0.23
C 1.395 3.374 -0.976 -0.23
C 1.968 3.095 1.704 -0.22
C 3.562 1.829 -0.195 -0.22
C -2.254 -2.970 -1.202 -0.30
C -1.696 -3.637 1.455 -0.26
C 0.257 -4.025 -0.582 -0.26
H -1.144 1.146 -6.580 0.08
H -2.919 2.343 -5.360 0.07
H 3.984 -2.562 2.632 0.08
H 4.083 -1.513 1.169 0.05
H 3.170 -3.059 1.102 0.05
H 3.295 -0.603 4.110 0.08
H 1.875 0.459 3.885 0.05
H 3.288 0.619 2.801 0.03
H 2.124 -3.191 3.823 0.07
H 0.461 -3.055 3.181 0.01
H 1.018 -1.923 4.438 0.06
H 2.003 4.270 -0.786 0.09
H 0.331 3.615 -0.873 0.05
H 1.543 3.002 -1.996 0.04
H 2.776 3.820 1.536 0.08
H 2.201 2.483 2.584 0.03
H 1.029 3.630 1.894 0.06
H 4.088 2.785 -0.087 0.09
H 3.646 1.482 -1.232 0.06
H 4.014 1.078 0.465 0.04
H -2.747 -3.934 -1.028 0.07
H -1.840 -2.946 -2.218 0.03
H -3.018 -2.181 -1.130 -0.01
H -2.474 -4.320 1.099 0.06
H -2.159 -2.897 2.119 0.03
H -0.942 -4.194 2.020 0.04
H -0.288 -4.915 -0.940 0.07
H 0.962 -4.324 0.210 0.04
H 0.830 -3.586 -1.416 0.04
C -0.535 0.899 -3.416 -0.47
C 0.647 0.321 -4.200 -0.10
C 0.626 -1.135 -4.124 -0.01
C -0.589 -1.783 -4.315 -0.07
C -1.796 -1.086 -4.042 -0.04
C -1.796 0.182 -3.452 -0.22
O -0.317 2.089 -3.056 -0.04
H 1.453 0.848 -3.655 0.13
H 0.564 0.598 -5.279 0.14
H 1.612 -1.595 -4.136 0.12
H -0.658 -2.822 -4.673 0.13
H -2.763 -1.545 -4.328 0.15
H -2.669 0.846 -3.390 0.09
N -3.259 2.339 5.356 0.16
C -2.615 1.851 4.274 -0.29
C -2.185 0.494 4.246 0.02
C -1.563 0.028 3.090 -0.18
N -1.338 0.803 2.009 -0.11
C -1.690 2.113 2.072 -0.24
C -2.346 2.677 3.154 0.01
H -3.472 1.750 6.148 0.13
H -3.586 3.306 5.359 0.14
H -2.337 -0.168 5.108 0.13
H -1.202 -1.006 3.005 0.07
H -1.438 2.716 1.188 0.08
H -2.642 3.744 3.144 0.14
```